# C41H33AuN6Se

C41H33AuN6Se as an isolated structure (wB97M-V/def2-TZVPD, the OMol25 dataset).

Last column: Mulliken charge in e.
Cartesian coordinates (Å):
Au: 0.115 0.204 -0.182  2.55
N: 1.068 10.436 2.304  -0.67
C: 0.958 9.309 2.078  0.11
C: 0.824 7.925 1.799  0.47
C: -0.442 7.350 1.609  -0.80
C: -0.561 6.010 1.315  -0.39
C: 0.566 5.177 1.209  0.51
C: 1.826 5.761 1.425  -0.33
C: 1.959 7.103 1.703  -0.80
C: 0.445 3.751 0.891  0.47
C: -0.234 3.418 -0.332  -0.35
C: -0.775 4.340 -1.259  -0.16
C: -1.332 3.606 -2.311  -1.42
C: -1.104 2.270 -2.007  -0.94
N: -0.451 2.149 -0.829  0.48
C: 1.008 2.843 1.822  -0.52
C: 1.568 3.158 3.098  -0.76
C: 1.938 1.956 3.683  -1.13
C: 1.586 0.956 2.756  -0.87
N: 1.037 1.478 1.659  0.37
H: -1.323 7.973 1.705  0.40
H: -1.543 5.573 1.186  0.52
H: 2.706 5.136 1.344  0.53
H: 2.939 7.541 1.850  0.40
H: -0.737 5.414 -1.181  0.55
H: -1.839 3.983 -3.187  0.37
H: -1.368 1.399 -2.590  0.44
H: 1.648 4.144 3.530  0.46
H: 2.398 1.795 4.647  0.41
H: 1.706 -0.116 2.862  0.53
Se: -1.522 -3.912 3.772  -0.30
N: -2.654 -2.587 3.516  -0.77
C: -2.543 -1.527 2.700  0.21
C: -3.591 -0.591 2.798  0.05
C: -3.624 0.548 2.023  -1.09
C: -2.593 0.781 1.120  0.22
N: -1.593 -0.053 0.944  -0.16
C: -1.498 -1.237 1.689  0.47
N: -0.525 -2.038 1.450  -0.30
H: -4.373 -0.794 3.519  0.45
H: -4.424 1.268 2.116  0.39
H: -2.570 1.678 0.511  0.30
C: -1.447 -2.675 -1.272  -1.77
C: 0.003 -2.829 -0.806  2.34
C: 0.188 -4.244 -0.238  -1.67
C: 0.943 -2.673 -1.999  -1.67
C: 0.334 -1.799 0.319  -1.24
H: -1.675 -3.408 -2.052  0.55
H: -1.625 -1.675 -1.672  0.19
H: -2.133 -2.839 -0.439  0.35
H: -0.133 -4.991 -0.970  0.45
H: -0.398 -4.365 0.671  0.23
H: 1.238 -4.423 0.009  0.36
H: 0.796 -3.501 -2.700  0.52
H: 1.985 -2.679 -1.670  0.18
H: 0.774 -1.735 -2.525  0.31
H: 1.366 -1.987 0.635  0.64
C: 1.710 0.209 -1.271  -1.51
C: 2.759 0.349 -1.881  0.22
C: 3.919 0.419 -2.656  -0.44
C: 5.137 -0.198 -2.165  0.31
C: 6.413 0.262 -2.541  -0.43
C: 7.562 -0.341 -2.063  -0.68
C: 7.482 -1.430 -1.203  -0.40
C: 6.231 -1.878 -0.795  -0.70
C: 5.080 -1.264 -1.250  -0.14
C: 3.819 1.056 -3.957  0.42
C: 4.630 0.676 -5.043  -0.32
C: 4.463 1.242 -6.293  -0.69
C: 3.493 2.215 -6.504  -0.37
C: 2.681 2.603 -5.444  -0.70
C: 2.828 2.026 -4.197  -0.48
H: 6.493 1.125 -3.188  0.54
H: 8.532 0.047 -2.351  0.36
H: 8.382 -1.920 -0.853  0.36
H: 6.157 -2.716 -0.113  0.39
H: 4.106 -1.602 -0.919  0.37
H: 5.366 -0.105 -4.906  0.51
H: 5.087 0.916 -7.118  0.36
H: 3.366 2.658 -7.485  0.36
H: 1.928 3.366 -5.595  0.41
H: 2.181 2.316 -3.378  0.59

The calculation puts the energy above the lowest of the compared OMol25 structures with the same formula, charge and spin at 34.5 kcal per mole. As for the HOMO-LUMO gap (alpha / beta): 3.8 / 5.4 eV. As for the spin multiplicity: 3. As for the charge: -2. The highest occupied orbital energy (alpha / beta) is -0.145 / -1.994 eV.

---

# C2H7N3

One molecule with the formula C2H7N3 (wB97M-V/def2-TZVPD, the OMol25 dataset).

Last column: Mulliken charge in e.
Cartesian coordinates (Å):
H: -1.928 -0.060 0.479  0.35
N: -2.155 -0.095 -0.493  -0.66
C: -1.150 -0.246 -1.280  0.01
N: 0.158 -0.504 -0.791  -0.23
N: 0.240 -0.430 0.672  -0.33
C: 1.040 0.713 1.002  -0.73
H: -1.244 -0.395 -2.408  0.31
H: 1.099 -0.360 -1.210  0.26
H: 0.368 -1.345 1.031  0.18
H: 0.928 0.900 2.057  0.31
H: 2.066 0.434 0.525  0.23
H: 0.576 1.388 0.415  0.29

The calculation puts the energy above the lowest of the compared OMol25 structures with the same formula, charge and spin at 58.8 kcal per mole. As for the HOMO-LUMO gap: 9.9 eV. As for the spin multiplicity: 1. As for the charge: 0. The highest occupied orbital energy is -8.884 eV. Its SMILES is [H]/N=C\NNC.

---

# C2H5NS2

C2H5NS2 as an isolated structure (wB97M-V/def2-TZVPD, the OMol25 dataset).

Last column: Mulliken charge in e.
Cartesian coordinates (Å):
C: 1.384 -0.705 1.099  -0.73
C: -0.333 0.333 -1.169  0.08
H: 1.359 -1.231 2.171  0.29
H: 1.152 -1.586 0.162  0.22
H: 2.697 -0.266 0.856  0.24
H: 0.628 0.450 -1.625  0.39
H: -2.290 1.270 0.441  0.11
N: -1.444 0.469 -1.634  -0.37
S: -0.297 0.301 0.643  -0.15
S: -2.855 0.964 -0.943  -0.08

The calculation puts the energy above the lowest of the compared OMol25 structures with the same formula, charge and spin at 104.4 kcal per mole. As for the HOMO-LUMO gap: 8.8 eV. As for the spin multiplicity: 1. As for the charge: 0. The highest occupied orbital energy is -8.558 eV.

---

# C41H62N4O7

A 11-piece molecular cluster, C41H62N4O7 overall (wB97M-V/def2-TZVPD, the OMol25 dataset).

Last column: Mulliken charge in e.
Cartesian coordinates (Å):
N: -0.644 -3.585 -4.625  -0.29
C: -0.414 -2.746 -5.672  -0.61
C: -1.358 -1.732 -6.001  -0.51
C: -2.529 -1.628 -5.267  -0.33
C: -2.797 -2.563 -4.238  -0.36
C: -1.831 -3.538 -3.942  -0.63
H: 0.551 -2.867 -6.143  0.43
H: -1.250 -1.093 -6.865  0.40
H: -3.269 -0.867 -5.466  0.46
H: -3.751 -2.507 -3.735  0.39
H: -1.948 -4.292 -3.178  0.59
N: -2.663 -0.417 0.461  0.35
C: -2.553 -1.506 -0.346  -1.48
C: -1.309 -1.959 -0.844  -0.29
C: -0.166 -1.228 -0.557  0.05
C: -0.276 -0.075 0.246  -0.08
C: -1.551 0.309 0.704  -0.81
H: -3.480 -2.015 -0.567  0.37
H: -1.285 -2.801 -1.521  0.21
H: 0.778 -1.592 -0.934  0.58
H: 0.628 0.445 0.526  0.19
H: -1.600 1.215 1.290  0.44
N: -2.449 2.796 -4.673  -0.50
C: -2.551 1.923 -3.627  -0.46
C: -3.055 2.332 -2.380  -0.49
C: -3.423 3.660 -2.236  -0.17
C: -3.419 4.523 -3.334  -0.48
C: -2.941 4.066 -4.515  -0.39
H: -2.222 0.916 -3.838  0.81
H: -3.142 1.613 -1.578  0.45
H: -3.845 4.074 -1.333  0.48
H: -3.760 5.548 -3.309  0.39
H: -2.849 4.742 -5.352  0.35
N: 3.754 1.494 -4.126  -0.60
C: 3.659 0.284 -3.548  -0.30
C: 2.520 -0.523 -3.536  -0.47
C: 1.367 0.034 -4.081  0.11
C: 1.328 1.352 -4.581  -0.35
C: 2.594 2.038 -4.603  -0.69
H: 4.578 -0.165 -3.202  0.33
H: 2.556 -1.531 -3.150  0.42
H: 0.495 -0.589 -4.217  0.56
H: 0.481 1.895 -4.975  0.50
H: 2.779 3.011 -5.032  0.42
C: -0.759 -2.436 2.849  0.35
C: -1.985 -2.649 3.669  0.32
O: -2.080 -3.611 4.455  -0.67
C: -3.071 -1.601 3.535  -0.34
H: 0.020 -3.143 3.135  0.42
H: -0.332 -1.440 2.964  -0.21
H: -1.041 -2.653 1.818  -0.27
H: -3.718 -1.593 4.412  0.44
H: -3.692 -1.728 2.648  0.43
H: -2.604 -0.624 3.416  -0.50
C: 2.243 1.160 2.844  -0.23
C: 2.882 0.747 4.224  0.65
O: 3.519 -0.270 4.274  -0.55
C: 2.633 1.609 5.392  -1.02
H: 2.633 2.147 2.594  0.45
H: 1.167 1.289 2.965  -0.01
H: 2.433 0.403 2.082  -0.14
H: 3.526 1.893 5.948  0.50
H: 1.965 1.157 6.125  0.06
H: 2.278 2.608 5.139  0.28
C: -4.189 3.577 3.601  -0.99
C: -4.410 2.890 2.296  0.70
O: -4.509 3.596 1.288  -0.56
C: -4.602 1.395 2.230  -0.37
H: -3.144 3.812 3.802  0.05
H: -4.483 2.904 4.407  0.32
H: -4.751 4.496 3.773  0.44
H: -3.756 0.974 2.772  -0.31
H: -4.736 1.029 1.212  0.23
H: -5.511 1.016 2.697  0.50
C: -0.395 3.044 5.693  -1.67
C: -0.875 1.720 5.145  1.13
O: -1.189 1.597 3.972  -0.45
C: -0.984 0.567 6.103  -0.95
H: -0.089 3.737 4.910  0.26
H: 0.374 2.928 6.457  0.40
H: -1.335 3.448 6.069  0.49
H: -0.007 0.371 6.543  0.29
H: -1.302 -0.398 5.707  0.13
H: -1.720 0.851 6.856  0.38
C: 0.243 -5.125 -0.541  -0.78
C: 1.281 -4.830 -1.575  0.90
O: 1.939 -3.772 -1.533  -0.50
C: 1.522 -5.808 -2.722  -1.49
H: -0.571 -5.682 -1.005  0.38
H: -0.058 -4.225 -0.004  -0.16
H: 0.669 -5.727 0.262  0.45
H: 0.783 -6.609 -2.671  0.45
H: 2.419 -6.413 -2.593  0.40
H: 1.353 -5.468 -3.744  0.28
C: 4.650 -1.640 -0.602  -0.47
C: 4.859 -2.126 0.823  0.44
O: 5.930 -2.012 1.441  -0.66
C: 3.682 -2.720 1.548  -0.28
H: 4.034 -0.740 -0.579  0.02
H: 4.197 -2.430 -1.200  0.23
H: 5.580 -1.365 -1.098  0.41
H: 3.592 -2.187 2.495  0.16
H: 3.871 -3.789 1.641  0.42
H: 2.814 -2.539 0.915  -0.25
C: 4.154 4.402 -1.112  -1.33
C: 3.648 3.001 -0.685  0.94
O: 4.349 2.240 -0.023  -0.55
C: 2.305 2.560 -1.297  -0.69
H: 4.886 4.273 -1.908  0.30
H: 4.596 5.033 -0.340  0.39
H: 3.308 4.971 -1.498  0.37
H: 2.094 3.189 -2.162  0.33
H: 1.472 2.695 -0.606  0.54
H: 2.252 1.570 -1.750  -0.28

As for the HOMO-LUMO gap (alpha / beta): 2.0 / 8.0 eV. As for the spin multiplicity: 2. As for the charge: -1. The highest occupied orbital energy (alpha / beta) is -0.103 / -6.169 eV.

---

# C9H17NOPRh

C9H17NOPRh as an isolated structure (wB97M-V/def2-TZVPD, the OMol25 dataset).

Last column: Mulliken charge in e.
Cartesian coordinates (Å):
C: -0.618 -0.017 -3.185  -0.21
C: -1.351 1.292 -3.002  -0.55
C: -0.462 2.321 -2.633  -0.60
C: 0.870 1.877 -2.753  -0.51
C: 0.915 0.433 -3.109  -0.40
Rh: 0.286 -0.885 -1.576  -0.11
P: -0.189 -2.958 -1.525  -0.16
H: -0.868 -0.732 -3.987  0.57
H: -2.427 1.349 -3.123  0.42
H: -0.750 3.276 -2.226  0.48
H: 1.674 -0.097 -3.722  0.47
H: 1.775 2.468 -2.674  0.42
H: 1.165 -3.247 -2.138  0.02
H: -1.405 -3.000 -2.384  -0.01
H: -0.361 -3.167 -0.051  0.01
C: -0.101 0.082 4.000  -0.93
N: 0.489 -0.123 2.680  0.13
C: 1.664 -0.969 2.606  -0.78
C: -0.040 0.270 1.501  0.53
C: -1.276 1.112 1.498  -0.88
O: 0.595 -0.076 0.457  -0.52
H: 0.554 -0.419 4.722  0.26
H: -1.105 -0.364 4.092  0.36
H: -0.160 1.144 4.279  0.34
H: 1.453 -1.875 2.021  0.22
H: 2.496 -0.426 2.138  0.26
H: 1.935 -1.251 3.623  0.29
H: -1.099 2.002 0.885  0.24
H: -2.118 0.549 1.076  0.22
H: -1.542 1.431 2.511  0.39

The calculation puts the energy above the lowest of the compared OMol25 structures with the same formula, charge and spin at 20.2 kcal per mole. As for the HOMO-LUMO gap (alpha / beta): 4.3 / 7.1 eV. As for the spin multiplicity: 5. As for the charge: 0. The highest occupied orbital energy (alpha / beta) is -3.745 / -8.164 eV.

---

# C3H3N3O2

C3H3N3O2 as an isolated structure (wB97M-V/def2-TZVPD, the OMol25 dataset).

Last column: Mulliken charge in e.
Cartesian coordinates (Å):
C: 0.866 0.506 -0.106  0.36
C: 0.258 -1.418 -0.012  0.00
C: -1.500 0.171 -0.007  0.19
H: 1.168 2.332 -0.320  0.37
H: -0.406 -2.333 0.469  0.27
H: -1.570 1.258 0.428  0.31
N: 1.958 -0.055 -0.270  -0.35
N: 1.613 -1.458 -0.005  -0.39
N: -0.259 -0.282 0.036  0.23
O: 0.368 1.805 0.048  -0.49
O: -2.496 -0.526 -0.262  -0.49

The calculation puts the energy above the lowest of the compared OMol25 structures with the same formula, charge and spin at 98.2 kcal per mole. As for the HOMO-LUMO gap: 10.0 eV. As for the spin multiplicity: 1. As for the charge: 0. The highest occupied orbital energy is -10.186 eV.

---

no.,E_tot (eV),largest force on an atom (eV/Å)
1,-121028.65911,1.3
2,-6655.40656,4.6
3,-25311.29758,4.8
4,-63812.74718,3.3
5,-25434.93285,4.4
6,-11721.69998,11.9